A cluster of 5 separate species, C30H73BrN5O4PS in total. Source: the Open Molecules 2025 dataset; level of theory: ωB97M-V/def2-TZVPD.

Properties
Kohn-Sham gap (eV): 8.3443
SMILES: CNC[C@@H]1CCOS(=O)(=O)[C@@H]1P(O)Br.CCN(CC)CC.CCN(CC)CC.CCN(CC)CC.CCN(CC)CC
LUMO level (eV): 0.174

Bonds (Å) are listed after each position.
CARTESIAN COORDINATES (ANGSTROEM)
1 C 3.1859 -0.6516 4.0977  N2 1.459, H15 1.100, H16 1.092, H17 1.091
2 N 2.0754 -1.5783 4.2869  C1 1.459, C3 1.459, H18 1.013
3 C 1.2795 -1.8842 3.1032  N2 1.459, C4 1.539, H19 1.102, H20 1.093
4 C -0.1141 -1.2406 2.9895  C3 1.539, C5 1.543, C11 1.541, H21 1.094
5 C -0.1566 0.1927 2.4207  C4 1.543, C6 1.541, H22 1.094, H23 1.093
6 C 0.2720 1.3098 3.3917  C5 1.541, O7 1.442, H24 1.089, H25 1.091
7 O 0.5044 0.8298 4.7316  C6 1.442, S8 1.575
8 S -0.6629 0.0258 5.4191  O7 1.575, O9 1.434, O10 1.436, C11 1.796
9 O -1.8247 0.8644 5.4805  S8 1.434
10 O -0.0877 -0.5185 6.6164  S8 1.436
11 C -0.9885 -1.3041 4.2573  C4 1.541, S8 1.796, P12 1.894, H26 1.097
12 P -1.1663 -2.8836 5.2876  C11 1.894, O13 1.624, Br14 2.260
13 O 0.3616 -3.1903 5.7448  P12 1.624, H27 0.976
14 Br -1.3083 -4.3219 3.5506  P12 2.260
15 H 3.6144 -0.7251 3.0870  C1 1.100
16 H 2.8738 0.3775 4.2858  C1 1.092
17 H 3.9683 -0.9046 4.8144  C1 1.091
18 H 2.4554 -2.4537 4.6262  N2 1.013
19 H 1.8264 -1.6249 2.1828  C3 1.102
20 H 1.1319 -2.9670 3.0812  C3 1.093
21 H -0.6413 -1.8611 2.2590  C4 1.094
22 H -1.1740 0.3935 2.0735  C5 1.094
23 H 0.4895 0.2296 1.5397  C5 1.093
24 H 1.2293 1.7391 3.1005  C6 1.089
25 H -0.4622 2.1161 3.4338  C6 1.091
26 H -2.0221 -1.0917 3.9571  C11 1.097
27 H 0.8360 -2.3616 5.9458  O13 0.976
28 C -0.6833 3.9948 0.5592  C29 1.519, H35 1.091, H36 1.092, H37 1.091
29 C -1.2774 5.3740 0.3278  C28 1.519, N30 1.453, H38 1.094, H39 1.102
30 N -2.7263 5.3908 0.4410  C29 1.453, C31 1.454, C33 1.456
31 C -3.3293 6.6182 -0.0536  N30 1.454, C32 1.532, H40 1.094, H41 1.095
32 C -3.0119 7.9245 0.6811  C31 1.532, H42 1.089, H43 1.092, H44 1.091
33 C -3.2675 4.8627 1.6858  N30 1.456, C34 1.532, H45 1.093, H46 1.093
34 C -2.8021 5.5049 2.9971  C33 1.532, H47 1.092, H48 1.091, H49 1.089
35 H -1.1362 3.2613 -0.1099  C28 1.091
36 H 0.3901 4.0175 0.3626  C28 1.092
37 H -0.8205 3.6540 1.5867  C28 1.091
38 H -1.0364 5.6994 -0.6890  C29 1.094
39 H -0.7796 6.0894 1.0016  C29 1.102
40 H -4.4126 6.4680 -0.0681  C31 1.094
41 H -3.0214 6.7235 -1.0991  C31 1.095
42 H -3.5223 7.9900 1.6412  C32 1.089
43 H -3.3373 8.7730 0.0762  C32 1.092
44 H -1.9413 8.0384 0.8573  C32 1.091
45 H -3.0363 3.7950 1.7250  C33 1.093
46 H -4.3562 4.9235 1.6099  C33 1.093
47 H -1.7205 5.6533 3.0074  C34 1.092
48 H -3.0507 4.8523 3.8360  C34 1.091
49 H -3.2721 6.4703 3.1785  C34 1.089
50 C -2.8035 1.7800 -6.4949  C51 1.521, H57 1.092, H58 1.091, H59 1.091
51 C -2.9084 1.6987 -4.9794  C50 1.521, N52 1.452, H60 1.094, H61 1.102
52 N -2.3653 2.8668 -4.3092  C51 1.452, C53 1.453, C55 1.456
53 C -2.1757 2.6777 -2.8816  N52 1.453, C54 1.531, H62 1.095, H63 1.096
54 C -3.4112 2.4588 -2.0040  C53 1.531, H64 1.089, H65 1.092, H66 1.091
55 C -2.9220 4.1495 -4.7139  N52 1.456, C56 1.533, H67 1.092, H68 1.093
56 C -4.4341 4.3485 -4.5615  C55 1.533, H69 1.092, H70 1.092, H71 1.089
57 H -1.7754 1.9821 -6.8013  C50 1.092
58 H -3.1155 0.8328 -6.9375  C50 1.091
59 H -3.4426 2.5602 -6.9105  C50 1.091
60 H -2.3227 0.8432 -4.6307  C51 1.094
61 H -3.9545 1.4800 -4.7123  C51 1.102
62 H -1.6217 3.5436 -2.5058  C53 1.095
63 H -1.5086 1.8166 -2.7624  C53 1.096
64 H -3.9713 3.3804 -1.8506  C54 1.089
65 H -3.0993 2.1113 -1.0164  C54 1.092
66 H -4.0868 1.7068 -2.4153  C54 1.091
67 H -2.6545 4.3169 -5.7597  C55 1.092
68 H -2.3921 4.9184 -4.1449  C55 1.093
69 H -4.9891 3.4839 -4.9303  C56 1.092
70 H -4.7526 5.2147 -5.1446  C56 1.092
71 H -4.7289 4.5189 -3.5270  C56 1.089
72 C 0.5132 0.4016 -4.9343  C73 1.519, H79 1.091, H80 1.091, H81 1.092
73 C 0.6292 -0.5191 -6.1374  C72 1.519, N74 1.454, H82 1.094, H83 1.103
74 N 1.3966 -1.7233 -5.8656  C73 1.454, C75 1.454, C77 1.456
75 C 1.7511 -2.4687 -7.0623  N74 1.454, C76 1.533, H84 1.094, H85 1.094
76 C 0.6186 -3.0932 -7.8846  C75 1.533, H86 1.089, H87 1.092, H88 1.091
77 C 0.9439 -2.5138 -4.7304  N74 1.456, C78 1.533, H89 1.093, H90 1.093
78 C -0.5078 -3.0078 -4.7384  C77 1.533, H91 1.092, H92 1.092, H93 1.089
79 H 1.4981 0.6533 -4.5374  C72 1.091
80 H 0.0099 1.3254 -5.2245  C72 1.091
81 H -0.0742 -0.0494 -4.1322  C72 1.092
82 H 1.1469 0.0092 -6.9435  C73 1.094
83 H -0.3848 -0.7299 -6.5154  C73 1.103
84 H 2.4536 -3.2525 -6.7651  C75 1.094
85 H 2.3111 -1.7846 -7.7073  C75 1.094
86 H 0.1900 -3.9677 -7.3964  C76 1.089
87 H 1.0032 -3.4134 -8.8547  C76 1.092
88 H -0.1855 -2.3792 -8.0693  C76 1.091
89 H 1.0983 -1.9202 -3.8261  C77 1.093
90 H 1.6226 -3.3665 -4.6448  C77 1.093
91 H -1.1966 -2.2143 -5.0353  C78 1.092
92 H -0.7936 -3.3306 -3.7354  C78 1.092
93 H -0.6592 -3.8500 -5.4117  C78 1.089
94 C 2.0245 -6.5117 5.1265  C95 1.520, H101 1.091, H102 1.091, H103 1.091
95 C 2.8630 -5.7825 4.0896  C94 1.520, N96 1.455, H104 1.095, H105 1.101
96 N 3.9427 -5.0027 4.6764  C95 1.455, C97 1.451, C99 1.456
97 C 4.5453 -4.0608 3.7513  N96 1.451, C98 1.532, H106 1.095, H107 1.095
98 C 5.3202 -4.5944 2.5426  C97 1.532, H108 1.089, H109 1.092, H110 1.091
99 C 4.8592 -5.7304 5.5421  N96 1.456, C100 1.532, H111 1.092, H112 1.093
100 C 5.5985 -6.9293 4.9387  C99 1.532, H113 1.091, H114 1.091, H115 1.089
101 H 1.6508 -5.8123 5.8758  C94 1.091
102 H 1.1701 -6.9852 4.6414  C94 1.091
103 H 2.5888 -7.2956 5.6338  C94 1.091
104 H 2.2209 -5.0737 3.5556  C95 1.095
105 H 3.2130 -6.5048 3.3353  C95 1.101
106 H 5.1973 -3.3996 4.3310  C97 1.095
107 H 3.7222 -3.4362 3.3881  C97 1.095
108 H 6.2951 -4.9911 2.8239  C98 1.089
109 H 5.4873 -3.7855 1.8286  C98 1.092
110 H 4.7681 -5.3815 2.0267  C98 1.091
111 H 4.2971 -6.0726 6.4135  C99 1.092
112 H 5.5828 -5.0041 5.9219  C99 1.093
113 H 4.9229 -7.5649 4.3636  C100 1.091
114 H 6.0226 -7.5411 5.7369  C100 1.091
115 H 6.4149 -6.6291 4.2832  C100 1.089